{
  "formula": "C89H201N11O15",
  "method": "ωB97M-V with the def2-TZVPD basis set",
  "energy_ev": -142639.749,
  "e_homo_ev": -7.585,
  "lumo_energy_ev": -0.24,
  "max_force_ha_per_bohr": 0.069,
  "elements": ["O", "H", "H", "O", "H", "H", "O", "H", "H", "O", "H", "H", "C", "C", "C", "C", "C", "C", "N", "O", "C", "C", "C", "H", "H", "H", "H", "H", "H", "H", "H", "H", "H", "H", "H", "H", "H", "H", "H", "H", "H", "H", "C", "C", "C", "C", "C", "C", "N", "O", "C", "C", "C", "H", "H", "H", "H", "H", "H", "H", "H", "H", "H", "H", "H", "H", "H", "H", "H", "H", "H", "H", "C", "C", "C", "C", "C", "C", "N", "O", "C", "C", "C", "H", "H", "H", "H", "H", "H", "H", "H", "H", "H", "H", "H", "H", "H", "H", "H", "H", "H", "H", "C", "C", "C", "C", "C", "C", "N", "O", "C", "C", "C", "H", "H", "H", "H", "H", "H", "H", "H", "H", "H", "H", "H", "H", "H", "H", "H", "H", "H", "H", "C", "C", "C", "C", "C", "C", "N", "O", "C", "C", "C", "H", "H", "H", "H", "H", "H", "H", "H", "H", "H", "H", "H", "H", "H", "H", "H", "H", "H", "H", "C", "C", "C", "C", "C", "C", "N", "O", "C", "C", "C", "H", "H", "H", "H", "H", "H", "H", "H", "H", "H", "H", "H", "H", "H", "H", "H", "H", "H", "H", "C", "C", "C", "C", "C", "C", "N", "O", "C", "C", "C", "H", "H", "H", "H", "H", "H", "H", "H", "H", "H", "H", "H", "H", "H", "H", "H", "H", "H", "H", "C", "C", "C", "C", "C", "C", "N", "O", "C", "C", "C", "H", "H", "H", "H", "H", "H", "H", "H", "H", "H", "H", "H", "H", "H", "H", "H", "H", "H", "H", "C", "C", "C", "C", "C", "C", "N", "O", "C", "C", "C", "H", "H", "H", "H", "H", "H", "H", "H", "H", "H", "H", "H", "H", "H", "H", "H", "H", "H", "H", "C", "C", "C", "O", "C", "N", "H", "H", "H", "H", "H", "H", "H", "H", "H", "H", "H", "C", "C", "C", "O", "C", "N", "H", "H", "H", "H", "H", "H", "H", "H", "H", "H", "H"],
  "coordinates": [[20.638, 18.494, 26.708], [20.530, 18.184, 27.607], [19.771, 18.396, 26.314], [22.084, 20.800, 24.897], [22.819, 20.394, 24.438], [21.707, 20.093, 25.420], [24.408, 16.081, 23.454], [24.512, 15.794, 22.547], [24.819, 15.390, 23.973], [22.874, 16.346, 25.895], [23.263, 16.348, 25.021], [22.173, 16.996, 25.847], [16.908, 16.411, 10.497], [16.599, 16.042, 12.003], [17.612, 16.858, 12.821], [17.317, 16.791, 14.307], [15.891, 17.298, 14.595], [14.752, 16.716, 13.738], [15.273, 16.492, 12.341], [14.328, 15.967, 11.468], [14.361, 15.308, 14.414], [13.624, 17.717, 13.754], [16.910, 14.545, 12.223], [17.916, 16.023, 10.352], [16.742, 17.469, 10.297], [16.259, 15.919, 9.773], [18.605, 16.532, 12.511], [17.630, 17.887, 12.463], [18.026, 17.462, 14.793], [17.577, 15.821, 14.730], [16.019, 18.354, 14.359], [15.618, 17.326, 15.650], [15.221, 14.649, 14.531], [13.958, 15.436, 15.418], [13.662, 14.757, 13.784], [12.690, 17.243, 13.454], [13.324, 17.954, 14.775], [13.788, 18.719, 13.357], [16.185, 13.949, 11.669], [16.856, 14.125, 13.227], [17.900, 14.289, 11.845], [14.344, 15.015, 11.589], [24.707, 16.245, 16.655], [24.139, 14.864, 16.322], [25.062, 14.374, 15.132], [25.241, 12.879, 14.964], [25.531, 12.195, 16.252], [24.574, 12.548, 17.424], [24.391, 14.023, 17.496], [23.568, 14.363, 18.609], [23.262, 11.752, 17.257], [25.200, 12.196, 18.806], [22.609, 14.985, 15.931], [24.872, 16.962, 15.850], [25.749, 16.148, 16.960], [24.288, 16.788, 17.503], [24.557, 14.760, 14.247], [26.027, 14.879, 15.110], [25.940, 12.693, 14.149], [24.286, 12.520, 14.579], [26.570, 12.360, 16.539], [25.522, 11.125, 16.040], [23.557, 10.710, 17.127], [22.677, 11.933, 18.159], [22.650, 12.055, 16.408], [25.508, 11.150, 18.794], [26.186, 12.604, 19.028], [24.531, 12.163, 19.667], [22.034, 15.355, 16.780], [22.075, 14.060, 15.717], [22.511, 15.668, 15.088], [24.231, 14.624, 19.252], [26.580, 18.300, 25.458], [25.739, 19.596, 25.390], [26.714, 20.784, 25.464], [27.529, 21.003, 24.172], [26.477, 21.397, 23.072], [25.435, 20.227, 22.841], [24.900, 19.711, 24.167], [23.845, 18.818, 24.028], [24.204, 20.864, 22.018], [26.041, 19.132, 22.041], [24.848, 19.699, 26.598], [26.030, 17.432, 25.821], [27.423, 18.411, 26.140], [26.923, 18.019, 24.461], [26.105, 21.680, 25.587], [27.371, 20.714, 26.331], [28.109, 20.143, 23.838], [28.282, 21.730, 24.475], [27.149, 21.502, 22.220], [26.034, 22.386, 23.193], [24.505, 21.185, 21.021], [23.580, 20.004, 21.773], [23.631, 21.679, 22.459], [27.048, 18.935, 22.409], [25.366, 18.277, 22.082], [26.161, 19.439, 21.002], [24.162, 18.857, 26.687], [24.325, 20.655, 26.630], [25.405, 19.787, 27.531], [24.313, 18.017, 23.782], [15.210, 13.603, 19.762], [13.924, 14.330, 19.106], [13.657, 13.644, 17.733], [12.385, 14.193, 17.076], [11.279, 13.764, 17.983], [11.415, 14.316, 19.486], [12.754, 14.006, 19.973], [12.918, 14.255, 21.347], [10.990, 15.853, 19.539], [10.439, 13.467, 20.307], [14.326, 15.820, 18.895], [15.990, 13.588, 19.000], [14.921, 12.559, 19.888], [15.468, 14.157, 20.664], [14.560, 13.904, 17.181], [13.649, 12.557, 17.811], [12.217, 13.789, 16.078], [12.327, 15.257, 16.850], [11.025, 12.706, 17.924], [10.445, 14.291, 17.519], [11.828, 16.497, 19.274], [10.093, 16.110, 18.975], [10.813, 16.263, 20.533], [10.363, 13.841, 21.328], [9.427, 13.380, 19.910], [10.678, 12.404, 20.355], [14.624, 16.295, 19.830], [13.602, 16.357, 18.282], [15.285, 15.767, 18.379], [13.116, 13.396, 21.727], [20.045, 10.095, 18.422], [18.760, 10.818, 18.857], [18.812, 12.248, 18.309], [18.676, 12.469, 16.806], [17.270, 11.918, 16.382], [17.057, 10.385, 16.779], [17.496, 10.260, 18.221], [17.129, 9.007, 18.793], [15.505, 10.128, 16.595], [17.848, 9.541, 15.797], [18.546, 10.868, 20.381], [19.841, 9.027, 18.500], [20.889, 10.442, 19.017], [20.214, 10.382, 17.384], [18.115, 12.909, 18.824], [19.817, 12.668, 18.363], [19.490, 12.089, 16.189], [18.507, 13.487, 16.455], [17.082, 12.106, 15.325], [16.448, 12.430, 16.883], [15.115, 10.212, 15.581], [15.172, 9.112, 16.810], [14.873, 10.795, 17.180], [17.867, 8.473, 16.012], [17.565, 9.709, 14.758], [18.887, 9.870, 15.804], [18.708, 9.960, 20.963], [17.512, 11.042, 20.678], [19.225, 11.594, 20.829], [16.815, 9.314, 19.647], [19.877, 22.322, 14.954], [19.866, 21.161, 15.957], [20.435, 19.849, 15.336], [21.883, 19.721, 15.155], [22.703, 19.941, 16.453], [22.200, 21.330, 17.181], [20.722, 21.507, 17.088], [20.254, 22.688, 17.779], [22.585, 21.116, 18.679], [23.021, 22.554, 16.598], [18.453, 20.898, 16.434], [19.144, 23.056, 15.288], [19.641, 21.889, 13.982], [20.818, 22.866, 14.877], [20.029, 18.988, 15.867], [19.898, 19.862, 14.387], [22.248, 20.509, 14.496], [22.265, 18.794, 14.728], [23.745, 19.983, 16.135], [22.660, 19.094, 17.137], [23.626, 20.795, 18.700], [22.453, 21.957, 19.361], [22.097, 20.270, 19.162], [22.766, 23.565, 16.914], [24.048, 22.544, 16.965], [23.041, 22.504, 15.509], [17.958, 20.262, 15.701], [17.821, 21.785, 16.468], [18.477, 20.460, 17.432], [19.805, 22.291, 18.529], [13.932, 14.189, 24.879], [15.476, 14.243, 24.962], [15.897, 15.746, 24.696], [15.842, 16.732, 25.962], [16.617, 16.085, 27.115], [16.064, 14.621, 27.469], [16.029, 13.753, 26.269], [15.744, 12.412, 26.580], [17.127, 14.145, 28.393], [14.841, 14.780, 28.247], [16.185, 13.337, 23.846], [13.431, 14.824, 25.610], [13.496, 13.199, 25.007], [13.506, 14.519, 23.932], [16.863, 15.816, 24.196], [15.175, 16.028, 23.930], [14.790, 16.885, 26.204], [16.350, 17.653, 25.679], [16.552, 16.642, 28.050], [17.669, 16.172, 26.846], [17.005, 13.103, 28.690], [18.105, 14.234, 27.919], [17.216, 14.762, 29.287], [14.101, 15.493, 27.885], [14.309, 13.829, 28.221], [14.975, 14.932, 29.318], [17.266, 13.327, 23.988], [15.894, 13.667, 22.849], [15.798, 12.320, 23.909], [16.597, 12.065, 26.851], [13.004, 20.275, 22.252], [13.883, 19.250, 23.094], [15.372, 19.278, 22.597], [16.163, 20.479, 22.987], [16.029, 20.838, 24.509], [14.553, 20.767, 25.131], [13.865, 19.647, 24.500], [12.723, 19.377, 25.146], [14.756, 20.376, 26.621], [13.839, 22.149, 24.924], [13.179, 17.818, 22.895], [12.140, 20.642, 22.806], [12.608, 19.760, 21.376], [13.523, 21.166, 21.900], [15.897, 18.468, 23.103], [15.432, 19.140, 21.518], [15.811, 21.385, 22.493], [17.211, 20.355, 22.716], [16.542, 21.789, 24.654], [16.660, 20.160, 25.084], [13.844, 20.456, 27.213], [15.130, 19.361, 26.754], [15.584, 20.967, 27.011], [14.378, 22.922, 25.472], [14.057, 22.547, 23.933], [12.758, 22.054, 25.025], [12.108, 17.842, 22.693], [13.313, 17.199, 23.782], [13.665, 17.162, 22.174], [12.957, 18.612, 25.676], [18.088, 18.072, 18.747], [19.135, 17.241, 19.486], [20.518, 17.689, 19.010], [21.652, 17.302, 19.905], [21.365, 17.735, 21.373], [19.974, 17.286, 21.939], [18.917, 17.484, 20.911], [17.633, 17.161, 21.392], [20.085, 15.755, 22.300], [19.628, 18.104, 23.223], [18.959, 15.730, 19.125], [17.072, 17.689, 18.845], [18.113, 18.054, 17.658], [18.284, 19.103, 19.042], [20.747, 17.258, 18.035], [20.649, 18.744, 18.770], [22.601, 17.557, 19.435], [21.765, 16.222, 19.996], [21.559, 18.805, 21.453], [22.103, 17.249, 22.011], [20.762, 15.670, 23.150], [19.061, 15.420, 22.467], [20.417, 15.125, 21.475], [18.679, 17.802, 23.665], [20.306, 18.222, 24.069], [19.489, 19.165, 23.015], [18.168, 15.395, 19.796], [19.907, 15.235, 19.335], [18.682, 15.496, 18.097], [17.113, 17.966, 21.336], [19.840, 13.865, 25.125], [21.093, 12.904, 25.102], [22.179, 13.118, 24.012], [21.673, 13.028, 22.576], [22.578, 13.326, 21.546], [21.816, 12.895, 26.384], [20.167, 14.841, 25.483], [19.092, 13.500, 25.830], [19.387, 13.931, 24.136], [20.659, 11.936, 24.851], [23.044, 12.492, 24.232], [22.603, 14.120, 24.071], [22.073, 13.075, 20.613], [23.586, 12.911, 21.524], [22.661, 14.411, 21.498], [22.338, 12.040, 26.508], [22.538, 13.601, 26.346], [20.583, 21.782, 22.180], [19.251, 22.076, 21.383], [19.117, 23.469, 20.659], [17.916, 23.374, 19.778], [17.544, 24.670, 19.224], [19.227, 21.100, 20.257], [21.325, 22.118, 21.455], [20.619, 20.782, 22.610], [20.610, 22.450, 23.041], [18.355, 21.797, 21.938], [19.907, 23.857, 20.015], [18.910, 24.264, 21.374], [18.156, 25.075, 18.418], [17.494, 25.418, 20.015], [16.483, 24.593, 18.987], [18.315, 21.151, 19.825], [19.272, 20.147, 20.589]],
  "forces_ev_per_angstrom": [[0.3, 0.0, -0.3], [0.1, -0.1, 0.3], [-0.3, 0.0, -0.2], [-0.5, 0.6, 0.0], [0.3, -0.1, -0.1], [-0.1, -0.3, 0.3], [0.0, 0.1, 0.0], [-0.1, 0.0, -0.4], [0.3, -0.2, 0.3], [0.1, -0.5, 0.3], [0.0, 0.1, -0.3], [-0.3, 0.4, 0.1], [-0.7, -1.0, 0.8], [1.1, 0.6, -0.4], [-0.3, -0.1, -0.4], [0.4, 0.0, 0.4], [1.0, 0.7, -0.7], [1.5, -1.9, 0.3], [-0.3, 1.5, 0.8], [-0.5, 0.1, 0.0], [0.1, 1.1, -0.7], [-1.4, -0.4, 0.9], [-0.6, -0.5, -0.4], [0.2, 0.6, -0.4], [0.5, 0.1, 0.3], [-0.1, -0.4, 0.2], [0.2, -0.4, 0.5], [-0.5, 0.3, 0.2], [0.0, 0.2, 0.3], [-0.4, -0.3, -0.1], [-0.5, 0.3, -0.3], [0.0, -0.5, 0.1], [0.3, 0.3, -0.1], [-0.2, 0.2, -0.2], [-0.3, 0.1, 0.1], [0.0, 0.3, -1.0], [0.5, -0.2, 0.6], [0.3, -0.5, -0.7], [0.0, -0.2, -0.3], [0.0, 0.6, 0.3], [0.0, 0.1, -0.1], [-0.2, -0.5, 0.1], [1.0, 0.8, 0.7], [-0.1, 0.0, -0.4], [-0.9, 0.5, -0.1], [-1.4, 0.8, -0.5], [0.9, -0.5, 0.8], [-0.1, 0.7, 0.3], [0.9, -0.4, -0.5], [-0.1, 0.0, -0.6], [0.4, 0.5, 0.3], [0.5, -2.0, -0.6], [0.7, -0.1, 0.4], [-0.9, -0.1, -0.5], [0.2, -0.6, 0.2], [-0.7, -0.2, -0.1], [0.0, 0.0, -0.2], [0.1, 0.0, 0.6], [0.3, -0.2, 0.3], [-0.2, -0.3, 0.0], [0.1, 0.4, 0.2], [-0.3, -0.2, 0.4], [-0.4, -0.1, 0.3], [-0.2, -0.4, 0.0], [0.2, 0.1, -0.1], [-0.2, -0.6, -0.4], [-0.3, 1.0, -0.1], [-0.1, 0.8, -0.2], [0.2, 0.5, 0.1], [0.5, -0.3, -0.4], [-0.1, 0.0, 0.0], [-0.1, 0.2, 0.2], [-0.3, -0.4, -0.3], [0.4, -0.4, -0.1], [0.0, -0.1, -1.1], [-1.6, 0.3, 0.9], [1.7, -1.1, 0.4], [-1.4, 2.6, 0.8], [1.1, 3.0, -0.3], [0.8, -0.5, 0.0], [1.0, -1.5, 0.0], [0.4, -0.1, -0.6], [-0.5, 0.3, 0.9], [-0.4, 0.1, 0.1], [0.1, 0.1, -0.1], [0.3, 0.1, 0.0], [0.0, 0.2, 0.1], [-0.2, -0.3, 0.1], [-0.2, -0.3, 0.1], [-0.1, 0.6, -0.8], [-0.6, -0.1, -0.8], [-0.2, -0.2, 0.5], [0.6, 0.2, 0.1], [-0.6, 0.1, 0.3], [0.2, -0.3, 0.5], [-0.1, -0.5, 0.1], [0.4, -0.3, -0.1], [-0.1, -0.1, -0.1], [-0.1, 0.1, 0.0], [-0.5, -0.1, -0.6], [0.5, -0.6, 0.0], [-0.5, -0.9, -0.1], [-2.1, 0.7, -1.4], [0.9, -1.0, 1.1], [0.9, 1.7, 0.0], [0.8, -1.3, -0.1], [-1.1, 1.9, 0.6], [-1.2, -0.2, -0.9], [0.4, -0.6, -1.5], [0.1, 1.0, 0.0], [0.9, -0.3, 0.5], [-0.6, -0.2, 0.5], [0.3, -1.1, 0.0], [0.2, 0.3, 0.2], [0.1, 0.0, 0.6], [0.3, -0.4, 0.0], [0.1, -0.1, -0.4], [-0.3, 0.0, 0.2], [0.2, -0.5, -0.1], [0.4, 0.2, 0.7], [0.5, -0.1, 0.3], [-0.8, -0.2, 0.6], [-0.1, -0.1, -0.7], [0.2, -0.3, -0.3], [-0.2, -0.7, 0.5], [0.0, 0.0, 0.0], [-0.1, 0.8, -0.3], [0.8, 0.0, 0.0], [-0.7, 0.2, 0.2], [0.2, 0.3, 0.3], [0.0, 0.1, -0.5], [0.0, -0.2, 0.0], [-1.0, 0.2, 0.1], [-1.2, 0.0, -1.5], [1.2, 1.4, -0.6], [-3.3, -0.9, -0.9], [0.5, -1.6, 0.6], [-0.5, 1.2, -0.3], [-0.6, 0.8, -0.2], [0.5, 0.1, -0.4], [0.2, -0.5, 0.5], [0.9, -0.1, -0.1], [0.0, -0.4, 0.3], [0.5, -0.1, 0.0], [0.0, -0.3, 0.1], [0.3, -0.3, 0.0], [0.0, -0.1, 0.1], [0.3, -0.1, 1.5], [0.0, -0.3, 0.1], [0.8, 0.6, 0.8], [0.1, -0.5, -0.2], [0.3, 0.4, 0.4], [0.8, 0.5, -0.4], [0.4, -0.2, 0.6], [0.3, 0.1, 0.3], [-0.3, 0.0, 0.1], [-0.5, -0.1, 0.0], [0.2, -0.1, 0.2], [0.6, -0.5, -0.6], [-0.1, 0.9, -0.4], [-0.2, 0.3, 0.0], [-0.4, -0.4, 0.2], [-0.2, -0.2, -0.3], [2.1, 0.7, 0.4], [-2.2, 0.1, -0.1], [2.4, 0.8, 0.6], [-1.6, 1.6, -0.2], [0.6, -0.2, 0.3], [0.3, -0.9, 1.4], [0.9, -0.6, -1.2], [0.2, -0.3, -0.3], [0.2, -0.7, 0.3], [-0.4, 0.1, -0.1], [-0.1, 0.0, -0.4], [-0.3, 0.5, -0.3], [0.2, -0.4, 0.1], [0.0, 0.0, 0.4], [0.2, -0.5, -0.4], [-0.1, 0.1, -0.4], [-0.6, -0.3, -0.2], [0.1, 0.5, 0.3], [-0.5, 0.0, 0.2], [0.4, 0.4, 0.0], [0.0, 0.3, -0.4], [-0.6, 0.0, -0.3], [-1.0, -0.2, 0.0], [0.3, -0.7, -0.2], [0.0, 0.1, 0.0], [-0.1, -0.4, 0.1], [0.3, 0.2, 0.2], [-0.1, -0.2, -0.2], [-0.2, -0.3, 0.6], [-0.4, -0.4, 0.0], [0.9, -0.5, -0.1], [-0.4, -0.2, 1.1], [0.3, -1.7, -1.2], [-1.1, -0.4, -0.7], [2.2, 2.0, -1.2], [0.9, 2.0, -0.5], [-0.8, 0.1, 0.0], [1.6, -1.0, 0.5], [-3.0, -0.9, 0.8], [-1.5, 0.5, 0.9], [0.3, 0.1, 0.3], [0.4, -0.3, 0.3], [0.5, 0.2, -0.4], [0.3, -0.2, 0.3], [0.1, 0.5, 0.1], [0.0, 0.3, 0.1], [-0.4, 0.2, 0.0], [-0.3, 0.2, 0.0], [0.2, -0.8, -0.1], [-0.1, 0.0, 0.3], [0.1, -0.2, -0.2], [-0.3, -0.1, 0.1], [0.2, 0.3, -0.1], [-0.2, -0.3, 0.0], [0.3, 0.4, -0.1], [-0.2, 0.2, -0.1], [0.2, 0.3, 0.0], [0.1, -0.1, 0.3], [0.2, -0.2, -0.2], [0.3, -0.6, -0.2], [-1.2, 1.0, -1.3], [-0.8, -0.9, 0.8], [-0.8, 1.8, 1.3], [-0.2, -0.9, -0.4], [1.6, 0.3, -1.0], [3.0, -0.5, -0.9], [-2.4, -0.5, 0.8], [0.1, 0.4, -0.3], [1.1, -0.6, -0.5], [1.2, 0.4, 1.0], [0.0, -0.3, 0.3], [0.0, 0.1, -0.2], [0.3, -0.1, 0.1], [-0.2, -0.6, -0.1], [-0.3, -0.2, -0.2], [0.0, 0.0, -0.5], [0.0, -0.1, 0.1], [-0.5, 0.4, 0.2], [-0.1, -0.4, 0.1], [0.1, 0.3, 0.1], [-0.2, -0.2, -0.5], [-0.4, 0.5, 0.3], [-0.7, -0.1, 1.0], [-0.3, -0.6, -0.6], [0.2, 0.4, 0.5], [0.1, 0.4, 0.0], [-0.1, 0.2, 0.4], [0.1, 0.5, -0.6], [-0.4, -0.2, 0.3], [-0.1, 0.0, -0.6], [-0.7, -1.0, -1.4], [0.7, 0.2, -0.5], [-0.4, -1.2, 1.5], [0.4, 0.3, -0.6], [0.6, -1.0, -0.2], [1.4, 2.1, 0.7], [0.3, -1.0, -0.2], [-0.5, 1.3, -0.4], [-0.7, 0.7, -0.3], [0.1, 0.6, 0.8], [-0.2, 0.3, 1.0], [1.0, -0.2, -0.2], [-0.8, 0.0, 0.0], [-0.5, -0.4, -0.2], [-0.7, 0.5, 0.5], [0.2, 0.8, 0.5], [-0.3, -0.4, -0.4], [-0.4, 0.2, 0.2], [0.1, 0.1, 0.2], [-0.3, -0.4, 0.1], [0.1, -0.1, 0.7], [0.3, 0.3, 0.0], [-0.1, -0.4, -0.2], [0.8, -1.0, -0.3], [-0.2, 0.1, -0.7], [0.0, -0.5, -0.1], [-0.2, -0.4, 0.1], [0.0, 0.4, -0.1], [0.1, 0.3, 0.0], [1.5, -0.5, 0.1], [-0.4, 0.1, -1.0], [-0.8, 1.4, -2.1], [0.6, -1.3, 2.6], [-0.8, 1.0, -0.2], [-0.4, -0.1, -0.1], [-0.1, 0.2, -0.2], [0.1, -0.2, 0.0], [0.2, 0.1, 0.1], [0.2, -0.4, 0.5], [-0.2, -0.8, -0.4], [-0.2, 0.5, 0.3], [0.1, -0.3, -0.1], [0.0, -0.5, 0.6], [0.4, 0.5, 0.0], [-0.2, -0.4, 0.0], [-0.1, 0.6, 0.2], [-2.0, 2.1, -0.6], [0.8, -1.1, -1.4], [-1.9, -0.2, 0.2], [1.0, 1.2, 0.3], [-0.6, -0.8, 1.4], [0.1, 0.2, -0.4], [0.6, -0.8, 0.4], [0.3, 0.0, -0.7], [0.2, 0.1, 0.1], [0.0, 1.1, 0.6], [0.7, -0.7, 0.2], [0.0, 0.0, 0.3], [0.1, -0.5, -0.1], [0.5, 0.1, 0.3], [0.2, -0.3, -0.7], [-0.3, 0.2, -0.2], [0.3, -0.3, 0.3]],
  "mulliken_charge": [-0.56, 0.27, 0.25, -0.79, 0.05, 0.33, -0.59, 0.02, 0.26, -0.71, 0.13, 0.38, -1.89, 1.68, -2.07, 2.10, -1.78, 2.17, 0.23, -0.50, -1.15, -2.08, -1.58, 0.40, 0.42, 0.37, 0.57, 0.36, -0.83, -0.66, 0.40, 0.66, -0.08, -0.19, 0.69, 0.46, 0.35, 0.41, 0.45, 0.20, 0.41, 0.36, -1.89, 1.94, -1.43, -0.74, -1.22, 1.84, -0.12, 0.26, -1.39, -1.98, -1.28, 0.50, 0.60, -0.05, 0.45, 0.46, 0.45, 0.35, 0.39, 0.42, 0.54, -0.19, 0.35, 0.51, 0.44, 0.05, -0.11, 0.21, 0.58, 0.25, -1.65, 1.47, -1.12, -0.75, -1.20, 1.38, -0.52, 2.69, -1.85, -1.67, -1.93, 0.29, 0.35, 0.33, 0.41, 0.51, 0.28, 0.45, 0.34, 0.44, 0.77, -0.22, 0.60, 0.40, -0.01, 0.47, 0.17, 0.40, 0.46, -0.45, -1.01, 1.56, -0.47, -0.73, -1.59, 1.68, 0.19, -0.03, -1.46, -2.10, -1.46, -0.37, 0.79, -0.48, 0.13, 0.25, 0.64, 0.36, 0.32, 0.55, 0.32, 0.35, 0.34, 0.31, 0.43, 0.43, -0.19, 0.54, 0.28, 0.31, -1.75, 2.86, 0.23, -0.90, -0.16, 1.00, 0.86, -0.58, -1.69, -1.84, -2.04, 0.44, 0.30, 0.15, -0.74, 0.01, 0.10, 0.35, 0.80, -0.93, 0.40, 0.46, 0.33, 0.37, 0.42, 0.33, 0.40, 0.33, 0.32, 0.32, -1.61, 1.39, -0.39, -1.39, -0.25, 1.34, 1.56, -0.79, -2.31, -2.02, -0.80, 0.38, 0.37, 0.30, -0.34, 0.63, 0.39, 0.39, 0.53, -0.48, 0.67, 0.44, 0.18, 0.29, 0.54, 0.39, 0.24, 0.47, -0.36, 0.09, -1.41, 1.59, 0.16, 1.08, -1.73, 1.93, 1.24, -0.60, -2.18, -2.18, -1.32, 0.27, 0.41, -0.01, -0.39, -0.45, -0.11, -0.47, 0.53, 0.26, 0.55, 0.25, 0.49, 0.24, 0.41, 0.45, 0.00, -0.01, 0.51, 0.35, -1.92, 1.41, -0.05, 0.75, -1.42, 1.26, 1.27, -0.62, -1.73, -1.82, -1.11, 0.39, 0.53, 0.26, -0.84, 0.84, 0.45, -1.23, 0.57, 0.19, 0.38, 0.23, 0.45, 0.47, 0.32, 0.35, 0.45, -0.05, -0.04, 0.34, -1.04, 2.96, -0.41, -0.07, 0.06, 2.97, 0.45, 1.79, -0.45, -0.82, -1.58, -0.50, 0.05, -0.67, 0.33, -0.43, 0.72, -0.44, -0.75, 0.15, 0.11, 0.03, -0.99, -0.33, -0.31, -0.67, -0.15, -0.41, 0.72, -0.71, 0.19, 0.32, -0.16, -0.27, -0.43, -0.75, -0.05, 0.36, -0.69, 0.33, 0.55, -0.33, 0.09, 0.58, -0.12, 0.32, 0.26, -0.73, 1.44, -1.55, -0.34, -0.89, 1.83, 0.01, 0.09, 0.50, -0.63, 0.36, 0.68, 0.23, 0.36, 0.29, 0.28, -1.50]
}